Entry from the Open Molecules 2025 dataset: a cluster of 2 separate species, C5H12NOP3 in total (ωB97M-V with the def2-TZVPD basis set).

Summary:
structure (SMILES)	O=C=NP(P)#[PH2].C=C(C)C
relative energy (zero: lowest compared OMol25 entry of this formula, charge and spin)	0.0000	eV
E	-1351.6837	Ha
HOMO-LUMO gap	8.817	eV

Atoms and positions in Å:
C1 1.876 -0.860 -0.384
C2 -0.486 -1.301 1.337
C3 -0.136 -0.060 1.621
C4 1.073 0.198 2.474
C5 -0.996 1.067 1.094
N1 1.119 -0.253 -1.035
O1 2.649 -1.505 0.216
P1 0.128 2.040 -2.460
P2 -1.504 -0.962 -1.988
P3 0.442 -0.135 -2.552
H1 -1.517 -1.587 0.915
H2 0.312 -1.944 1.504
H3 1.097 1.095 3.062
H4 1.946 0.312 1.929
H5 1.341 -0.685 3.034
H6 -1.363 1.548 1.966
H7 -1.659 0.572 0.389
H8 -0.500 1.699 0.414
H9 0.322 2.168 -3.906
H10 -1.239 1.813 -2.408
H11 -1.875 -0.911 -3.391
H12 -1.029 -2.309 -1.834


Entry from the Open Molecules 2025 dataset: a cluster of 8 separate species, C19H48ClN2O9S7 in total (ωB97M-V with the def2-TZVPD basis set).

Summary:
relative energy (zero: lowest compared OMol25 entry of this formula, charge and spin)	0.0000	eV
E	-4786.5006	Ha
HOMO-LUMO gap	7.499	eV
charge	+1

Atoms and positions in Å:
O1 -2.123 4.827 3.838
C1 -2.658 5.512 3.010
Cl1 -2.705 7.269 3.147
C2 -3.365 4.848 1.821
N1 -4.731 4.526 2.284
C3 -5.080 3.272 2.738
C4 -6.392 3.432 3.096
N2 -6.735 4.711 2.816
C5 -5.704 5.385 2.336
O2 -5.657 6.646 1.974
H1 -2.889 3.912 1.568
H2 -3.388 5.483 0.945
H3 -4.429 2.426 2.805
H4 -7.019 2.667 3.520
H5 -7.638 5.139 2.943
H6 -5.667 7.220 2.751
C6 1.052 2.164 -1.248
S1 -0.470 1.912 -0.340
O3 -1.259 3.183 -0.424
C7 0.281 1.869 1.294
H7 0.809 2.258 -2.301
H8 1.539 3.077 -0.900
H9 1.705 1.305 -1.109
H10 0.821 2.798 1.476
H11 0.958 1.018 1.356
H12 -0.513 1.755 2.031
C8 3.400 0.302 -5.946
S2 3.511 1.022 -4.308
O4 2.121 1.110 -3.764
C9 3.976 2.668 -4.863
H13 3.083 -0.730 -5.841
H14 2.669 0.856 -6.537
H15 4.379 0.330 -6.419
H16 3.210 3.065 -5.530
H17 4.936 2.616 -5.378
H18 4.066 3.308 -3.987
C10 6.783 -2.971 -2.897
S3 5.812 -1.478 -3.127
O5 5.540 -1.352 -4.590
C11 7.129 -0.322 -2.728
H19 6.155 -3.827 -3.134
H20 7.646 -2.955 -3.563
H21 7.105 -3.040 -1.859
H22 7.970 -0.475 -3.404
H23 7.439 -0.472 -1.694
H24 6.739 0.687 -2.850
C12 -6.216 -1.339 1.878
S4 -7.179 0.145 1.614
O6 -7.589 0.648 2.964
C13 -8.592 -0.685 0.880
H25 -5.294 -1.051 2.373
H26 -6.766 -2.034 2.512
H27 -5.990 -1.802 0.917
H28 -8.990 -1.420 1.580
H29 -8.282 -1.170 -0.045
H30 -9.353 0.062 0.663
C14 2.127 -2.912 -4.364
S5 1.361 -3.672 -2.932
O7 2.237 -3.360 -1.768
C15 1.700 -5.367 -3.423
H31 2.071 -1.832 -4.245
H32 3.172 -3.217 -4.430
H33 1.590 -3.202 -5.268
H34 2.774 -5.505 -3.556
H35 1.171 -5.587 -4.350
H36 1.342 -6.025 -2.633
C16 5.783 -6.260 1.407
S6 5.247 -5.824 -0.253
O8 6.459 -5.806 -1.117
C17 4.844 -4.116 0.110
H37 6.124 -7.294 1.390
H38 6.603 -5.610 1.712
H39 4.944 -6.165 2.096
H40 5.728 -3.605 0.496
H41 4.032 -4.074 0.835
H42 4.519 -3.649 -0.818
C18 -3.219 -0.698 6.342
S7 -4.208 0.464 5.399
O9 -4.306 -0.074 4.004
C19 -2.971 1.772 5.365
H43 -3.792 -1.616 6.450
H44 -2.290 -0.906 5.811
H45 -3.011 -0.280 7.327
H46 -2.057 1.403 4.899
H47 -2.770 2.103 6.383
H48 -3.365 2.604 4.789


Entry from the Open Molecules 2025 dataset: a structure of composition C24H29AuN3O4SbSe4 (ωB97M-V with the def2-TZVPD basis set).

Summary:
E	-11379.0892	Ha
HOMO-LUMO gap (spin up / spin down)	6.232 / 4.689	eV
2S+1	3
charge	-2

Atoms and positions in Å:
Au1 0.353 -0.679 0.015
Se1 -3.991 3.622 0.485
Sb1 -1.585 3.536 0.631
Se2 -1.026 1.488 -1.033
Se3 0.249 2.575 -2.553
Se4 -0.667 3.319 2.866
C1 2.341 2.234 0.658
C2 2.995 0.957 0.304
N1 2.405 -0.205 0.068
C3 3.402 -1.122 -0.222
C4 4.608 -0.488 -0.148
N2 4.325 0.812 0.184
C5 6.030 -0.885 -0.326
O1 6.239 -2.117 -0.653
O2 6.894 -0.034 -0.160
C6 3.151 -2.576 -0.541
O3 4.213 -3.266 -0.743
O4 1.998 -2.985 -0.567
H1 1.606 2.084 1.447
H2 1.826 2.645 -0.213
H3 3.080 2.957 1.004
H4 5.038 1.511 0.304
H5 5.250 -2.661 -0.742
C7 -0.551 -2.196 -4.679
C8 -1.588 -2.149 -3.585
C9 -2.943 -2.323 -3.872
C10 -3.858 -2.266 -2.832
C11 -5.333 -2.438 -3.104
C12 -3.444 -2.025 -1.528
C13 -2.084 -1.828 -1.189
C14 -1.186 -1.928 -2.286
N3 -1.543 -1.548 0.035
C15 -2.181 -1.570 1.361
C16 -1.220 -2.324 2.305
C17 -1.704 -2.311 3.754
C18 -1.855 -0.863 4.231
C19 -2.865 -0.132 3.341
C20 -4.215 -0.847 3.419
C21 -4.046 -2.288 2.927
C22 -3.055 -3.023 3.828
C23 -3.553 -2.260 1.472
C24 -2.359 -0.142 1.898
H6 -1.010 -2.406 -5.647
H7 0.195 -2.967 -4.477
H8 -0.025 -1.242 -4.748
H9 -3.274 -2.493 -4.891
H10 -5.518 -2.619 -4.164
H11 -5.892 -1.547 -2.811
H12 -5.744 -3.280 -2.540
H13 -4.221 -1.963 -0.787
H14 -0.120 -1.854 -2.088
H15 -0.232 -1.856 2.244
H16 -1.102 -3.349 1.937
H17 -0.975 -2.834 4.383
H18 -0.890 -0.348 4.183
H19 -2.188 -0.843 5.275
H20 -2.964 0.906 3.668
H21 -4.949 -0.322 2.800
H22 -4.589 -0.842 4.450
H23 -5.015 -2.801 2.951
H24 -2.947 -4.063 3.500
H25 -3.427 -3.040 4.860
H26 -4.294 -1.697 0.909
H27 -3.502 -3.273 1.061
H28 -1.395 0.373 1.862
H29 -3.048 0.406 1.246


Entry from the Open Molecules 2025 dataset: a structure of composition C62H55FGeNO9PY (ωB97M-V with the def2-TZVPD basis set).

Summary:
relative energy (zero: lowest compared OMol25 entry of this formula, charge and spin)	0.0000	eV
E	-5684.1669	Ha
HOMO-LUMO gap	8.041	eV
charge	+1

Atoms and positions in Å:
Y1 -0.184 0.062 -0.323
C1 1.252 3.518 2.618
C2 0.480 2.890 1.489
O1 0.835 1.767 1.111
C3 -0.633 3.625 0.893
C4 -1.046 4.851 1.444
C5 -2.043 5.600 0.864
C6 -2.639 5.146 -0.313
C7 -2.248 3.961 -0.892
C8 -1.255 3.165 -0.293
O2 -0.904 2.037 -0.870
H1 2.076 2.860 2.884
H2 0.608 3.654 3.488
H3 1.632 4.498 2.333
H4 -0.571 5.220 2.341
H5 -2.348 6.538 1.306
H6 -3.409 5.740 -0.788
H7 -2.683 3.618 -1.822
O3 -0.899 2.136 -3.559
C9 -1.264 0.943 -3.339
O4 -0.455 0.202 -2.702
C10 -2.541 0.395 -3.828
C11 -3.005 0.831 -5.067
C12 -4.177 0.308 -5.587
C13 -4.894 -0.627 -4.855
C14 -4.442 -1.038 -3.613
C15 -3.253 -0.548 -3.080
P1 -2.805 -0.967 -1.342
C16 -2.771 -2.779 -1.326
C17 -2.778 -3.445 -0.099
C18 -2.552 -4.810 -0.045
C19 -2.301 -5.524 -1.209
C20 -2.272 -4.867 -2.430
C21 -2.506 -3.501 -2.491
C22 -4.350 -0.402 -0.557
C23 -4.560 0.978 -0.601
C24 -5.746 1.521 -0.141
C25 -6.720 0.695 0.404
C26 -6.508 -0.672 0.473
C27 -5.331 -1.225 -0.019
H8 -2.432 1.565 -5.614
H9 -4.533 0.633 -6.553
H10 -5.819 -1.027 -5.247
H11 -5.033 -1.740 -3.037
H12 -2.904 -2.899 0.826
H13 -2.545 -5.303 0.916
H14 -2.120 -6.588 -1.162
H15 -2.078 -5.417 -3.341
H16 -2.489 -3.004 -3.453
H17 -3.790 1.630 -0.998
H18 -5.902 2.590 -0.191
H19 -7.644 1.117 0.774
H20 -7.266 -1.318 0.893
H21 -5.192 -2.297 0.011
C28 3.032 -5.544 4.103
C29 3.877 -4.283 4.030
C30 5.329 -4.617 3.723
C31 6.173 -3.358 3.724
C32 5.603 -2.354 2.770
C33 6.402 -1.400 2.185
C34 5.862 -0.479 1.289
F1 6.689 0.427 0.746
C35 4.540 -0.482 0.953
C36 3.704 -1.446 1.537
C37 2.290 -1.447 1.171
O5 1.893 -0.594 0.332
C38 1.479 -2.405 1.827
C39 2.073 -3.280 2.705
N1 3.372 -3.320 3.010
C40 4.229 -2.379 2.443
C41 -0.030 -2.517 1.700
O6 -0.622 -3.352 2.369
O7 -0.578 -1.693 0.888
H22 3.545 -6.258 4.745
H23 2.919 -5.997 3.118
H24 2.047 -5.383 4.531
H25 3.833 -3.757 4.992
H26 5.386 -5.123 2.756
H27 5.686 -5.320 4.476
H28 7.207 -3.572 3.456
H29 6.192 -2.931 4.732
H30 7.460 -1.355 2.406
H31 4.126 0.229 0.254
H32 1.424 -3.990 3.191
Ge1 0.917 1.990 -2.691
C42 1.204 3.841 -2.144
C43 0.482 4.906 -2.674
C44 0.712 6.202 -2.238
C45 1.678 6.447 -1.274
C46 2.417 5.398 -0.753
C47 2.174 4.103 -1.182
C48 1.789 1.480 -4.374
C49 1.772 2.321 -5.483
C50 2.395 1.952 -6.664
C51 3.047 0.731 -6.752
C52 3.071 -0.119 -5.658
C53 2.447 0.258 -4.479
H33 1.607 1.063 -1.646
H34 -0.287 4.721 -3.415
H35 0.138 7.021 -2.648
H36 1.858 7.458 -0.933
H37 3.182 5.589 -0.012
H38 2.743 3.286 -0.749
H39 1.273 3.282 -5.432
H40 2.378 2.617 -7.518
H41 3.538 0.443 -7.672
H42 3.577 -1.073 -5.724
H43 2.462 -0.417 -3.629
C54 -3.609 0.720 2.969
C55 -2.139 0.601 2.699
O8 -1.716 0.626 1.554
C56 -1.200 0.442 3.838
C57 -1.646 0.477 5.161
C58 -0.749 0.330 6.205
C59 0.599 0.140 5.939
C60 1.050 0.096 4.627
C61 0.155 0.248 3.583
H44 -4.148 0.786 2.028
H45 -3.812 1.606 3.571
H46 -3.957 -0.144 3.537
H47 -2.693 0.616 5.384
H48 -1.102 0.361 7.226
H49 1.298 0.025 6.756
H50 2.101 -0.051 4.414
H51 0.512 0.231 2.563
C62 1.742 -2.912 -1.772
O9 0.587 -2.090 -1.679
H52 1.933 -3.195 -2.811
H53 1.638 -3.812 -1.160
H54 2.582 -2.324 -1.408
H55 -0.190 -2.601 -1.926


Entry from the Open Molecules 2025 dataset: the ion C4H13N3 with charge +2 (ωB97M-V with the def2-TZVPD basis set).

Summary:
structure (SMILES)	CC[N@@H+]1CNC[NH2+]1
relative energy (zero: lowest compared OMol25 entry of this formula, charge and spin)	5.2778	eV
E	-323.6990	Ha
HOMO-LUMO gap	11.335	eV
charge	+2

Atoms and positions in Å:
C1 1.475 -0.614 -1.487
C2 0.987 -1.079 0.688
C3 -2.122 1.171 0.668
C4 -0.748 0.796 1.092
N1 1.510 -1.622 -0.490
N2 0.303 0.369 -1.092
N3 -0.236 -0.166 0.246
H1 2.424 0.051 -1.390
H2 1.426 -1.077 -2.481
H3 0.735 -1.701 1.562
H4 1.690 -0.301 1.242
H5 -2.096 1.948 -0.137
H6 -2.515 0.170 0.420
H7 -2.667 1.495 1.457
H8 -0.826 0.290 2.024
H9 -0.011 1.671 1.228
H10 1.312 -2.510 -0.802
H11 0.696 1.340 -0.835
H12 -0.381 0.586 -1.852
H13 -0.955 -0.817 -0.059


Entry from the Open Molecules 2025 dataset: the molecule C5H10N2O (ωB97M-V with the def2-TZVPD basis set).

Summary:
structure (SMILES)	C1=N\NCCCCO/1
relative energy (zero: lowest compared OMol25 entry of this formula, charge and spin)	4.9800	eV
E	-381.1024	Ha
HOMO-LUMO gap	9.383	eV

Atoms and positions in Å:
C1 1.497 -0.661 0.464
C2 0.552 0.527 0.416
C3 0.216 1.982 0.502
C4 -1.794 0.848 -0.556
C5 0.447 -1.714 -0.015
H1 2.338 -0.646 -0.242
H2 1.829 -0.953 1.477
H3 0.445 0.468 -0.677
H4 -0.335 0.169 0.953
H5 0.800 2.727 -0.061
H6 0.089 2.326 1.542
H7 -2.821 1.181 -0.657
H8 -0.875 -1.993 -1.544
H9 0.958 -2.604 -0.445
H10 -0.161 -2.014 0.872
N1 -1.609 -0.388 -0.904
N2 -0.453 -1.205 -1.093
O1 -1.124 1.950 -0.033


Entry from the Open Molecules 2025 dataset: a structure of composition C32H45FeO5P2S3SiTe (ωB97M-V with the def2-TZVPD basis set).

Summary:
E	-5321.0944	Ha
HOMO-LUMO gap (spin up / spin down)	6.045 / 6.233	eV
2S+1	5
charge	-1

Atoms and positions in Å:
Fe1 0.318 -0.496 0.822
C1 0.998 0.178 -6.586
C2 0.466 1.470 -7.244
S1 0.593 2.821 -6.054
C3 -0.982 3.667 -6.152
C4 -1.889 3.109 -5.084
S2 -0.876 1.827 -4.144
C5 -1.573 0.145 -4.390
C6 -0.400 -0.813 -4.389
S3 1.167 0.048 -4.786
H1 0.378 -0.742 -6.853
H2 1.977 0.025 -6.962
H3 1.061 1.721 -8.159
H4 -0.559 1.301 -7.717
H5 -0.772 4.774 -5.956
H6 -1.461 3.638 -7.174
H7 -2.271 3.821 -4.343
H8 -2.754 2.574 -5.517
H9 -2.266 0.042 -3.570
H10 -2.096 0.134 -5.389
H11 -0.252 -1.208 -3.371
H12 -0.479 -1.687 -5.011
O1 -2.554 -1.932 -1.900
C7 -2.001 -1.717 -0.817
O2 -0.744 -1.504 -0.675
C8 -2.816 -1.713 0.541
P1 -1.502 -1.382 1.926
C9 -2.219 -0.429 3.267
C10 -3.013 -1.113 4.216
C11 -3.807 -0.336 5.141
C12 -3.869 1.048 5.041
C13 -3.125 1.703 4.069
C14 -2.236 0.988 3.267
C15 -1.278 -3.007 2.702
C16 -0.688 -3.113 3.955
C17 -0.717 -4.381 4.609
C18 -1.210 -5.478 3.882
C19 -1.572 -5.385 2.544
C20 -1.561 -4.138 1.945
H13 -3.525 -2.505 0.657
H14 -3.445 -0.823 0.451
H15 -3.213 -2.164 4.247
H16 -4.424 -0.836 5.893
H17 -4.410 1.674 5.739
H18 -3.207 2.760 4.090
H19 -1.654 1.511 2.502
H20 -0.209 -2.327 4.526
H21 -0.267 -4.424 5.586
H22 -1.344 -6.404 4.433
H23 -1.855 -6.224 1.974
H24 -1.766 -4.124 0.863
C21 -1.680 4.819 -1.430
C22 -1.621 3.839 -0.220
O3 -0.350 3.925 0.422
P2 0.831 2.821 0.339
O4 0.382 1.455 0.814
Te1 1.563 3.170 -1.942
O5 1.820 3.367 1.441
C23 1.946 4.660 2.074
C24 3.413 4.833 2.316
H25 -2.733 4.899 -1.741
H26 -1.144 4.321 -2.264
H27 -1.275 5.824 -1.219
H28 -1.778 2.844 -0.522
H29 -2.354 4.170 0.498
H30 1.352 4.673 3.010
H31 1.515 5.429 1.388
H32 3.891 4.022 2.896
H33 3.567 5.821 2.860
H34 3.975 4.983 1.355
C25 3.635 -0.088 0.045
Si1 2.428 -1.528 0.136
C26 2.187 -2.367 -1.573
C27 2.954 -2.645 1.562
C28 3.566 -2.088 2.717
C29 4.107 -2.938 3.656
C30 3.811 -4.352 3.628
C31 3.275 -4.877 2.462
C32 2.665 -3.993 1.529
H35 4.686 -0.353 -0.170
H36 3.331 0.629 -0.753
H37 3.639 0.441 1.010
H38 1.203 -2.798 -1.716
H39 3.000 -3.064 -1.729
H40 2.399 -1.541 -2.265
H41 3.526 -1.015 2.985
H42 4.764 -2.609 4.466
H43 4.161 -4.952 4.457
H44 3.159 -5.915 2.148
H45 2.083 -4.396 0.686


Entry from the Open Molecules 2025 dataset: a cluster of 2 separate species, C3H12N2O in total (ωB97M-V with the def2-TZVPD basis set).

Summary:
structure (SMILES)	C[C@@H](N)CN.O
relative energy (zero: lowest compared OMol25 entry of this formula, charge and spin)	1.9399	eV
E	-306.1727	Ha
HOMO-LUMO gap	9.478	eV

Atoms and positions in Å:
N1 -0.134 1.686 1.507
C1 -0.854 0.431 1.039
C2 0.032 -0.756 1.474
C3 -0.790 0.411 -0.469
N2 -1.291 1.626 -1.299
H1 0.237 2.268 0.539
H2 0.725 1.656 2.084
H3 -1.952 0.391 1.356
H4 -0.304 -1.626 0.915
H5 -0.229 -1.015 2.556
H6 1.082 -0.494 1.276
H7 0.255 0.301 -0.764
H8 -1.263 -0.564 -1.048
H9 -1.230 1.587 -2.374
H10 -2.289 1.644 -1.235
H11 2.900 -2.726 -1.163
H12 2.334 -2.721 -2.523
O1 2.771 -2.099 -1.872